Molecular formula: C42H117ClN10O4
Method: DFT, ωB97M-V with the def2-TZVPD basis set

XYZ file:
```
174
Properties=species:S:1:pos:R:3:mulliken_charge:R:1
N -2.19 10.00 -7.59 0.628
H -1.40 9.81 -8.18 0.511
H -3.08 9.78 -8.05 0.008
H -2.16 11.00 -7.36 0.039
H -2.11 9.52 -6.70 0.198
N 0.62 9.39 -2.51 -0.015
H 1.21 10.17 -2.78 0.463
H 1.02 8.57 -2.95 0.460
H -0.31 9.38 -2.91 -0.264
H 0.62 9.28 -1.49 0.038
N -0.88 5.83 -5.19 0.150
H -1.69 6.35 -4.88 -0.078
H -0.05 6.22 -4.77 0.494
H -0.88 5.99 -6.19 0.526
H -0.96 4.83 -4.97 -0.070
Cl -2.94 8.59 -3.87 0.368
O -3.20 7.20 -4.00 -0.375
O -2.39 8.83 -2.61 0.196
O -1.93 8.93 -4.82 -0.961
O -4.09 9.44 -4.02 0.118
C -1.89 4.12 -2.24 -1.577
C -2.54 3.49 -3.47 -0.174
N -1.59 3.22 -4.58 0.602
C -2.34 2.61 -5.66 -0.885
C -3.20 3.65 -6.43 -0.881
C -0.46 2.42 -4.08 -0.734
C 0.67 2.36 -5.16 -1.243
H -2.65 4.56 -1.58 0.512
H -1.10 4.84 -2.44 0.175
H -1.45 3.28 -1.68 0.497
H -3.10 2.60 -3.15 0.585
H -3.25 4.25 -3.81 -0.399
H -1.73 2.05 -6.37 0.424
H -2.99 1.84 -5.25 0.320
H -3.93 3.22 -7.12 0.579
H -3.79 4.34 -5.83 0.048
H -2.55 4.24 -7.08 0.253
H -0.84 1.43 -3.83 0.444
H 0.05 2.81 -3.20 0.376
H 1.07 3.34 -5.41 0.253
H 0.34 1.79 -6.03 0.332
H 1.47 1.79 -4.67 0.433
C -7.88 7.26 1.23 -0.675
C -6.49 7.18 1.92 -0.624
N -5.95 8.54 2.15 0.340
C -6.64 9.26 3.22 -0.421
C -5.70 10.27 3.84 -1.179
C -5.69 9.33 0.95 0.304
C -4.54 8.73 0.11 -0.533
H -7.77 7.65 0.22 -0.157
H -8.58 7.94 1.72 0.349
H -8.40 6.31 1.13 0.434
H -6.58 6.66 2.87 0.435
H -5.85 6.59 1.25 0.253
H -6.91 8.57 4.02 0.473
H -7.53 9.74 2.80 0.297
H -5.44 11.08 3.16 0.158
H -4.79 9.78 4.15 0.264
H -6.20 10.66 4.73 0.463
H -6.59 9.57 0.37 0.440
H -5.27 10.28 1.26 -0.935
H -4.30 9.36 -0.75 -0.178
H -3.70 8.51 0.76 0.352
H -4.77 7.76 -0.33 0.046
C -7.36 9.08 -2.82 0.196
C -8.40 7.93 -2.84 -1.505
N -7.85 6.72 -3.50 0.068
C -6.68 6.14 -2.76 0.694
C -6.26 4.75 -3.26 -1.312
C -7.51 6.89 -4.91 0.765
C -8.78 7.32 -5.71 -2.038
H -6.40 8.77 -2.41 0.008
H -7.73 9.89 -2.19 0.480
H -7.13 9.51 -3.80 -0.096
H -8.73 7.65 -1.84 0.431
H -9.32 8.24 -3.34 0.452
H -5.86 6.85 -2.88 -0.462
H -6.91 6.09 -1.69 0.217
H -5.34 4.48 -2.74 0.309
H -7.01 3.98 -3.08 0.380
H -5.99 4.80 -4.32 0.109
H -7.12 6.01 -5.42 0.544
H -6.78 7.68 -5.09 -0.536
H -9.08 8.36 -5.56 0.302
H -9.60 6.65 -5.46 0.424
H -8.65 7.20 -6.78 0.519
C -0.37 6.32 -0.21 -0.699
C 0.69 7.25 0.45 -0.852
N 0.45 8.66 0.16 0.598
C -0.86 9.23 0.50 0.169
C -1.26 9.23 2.00 -1.652
C 1.51 9.53 0.74 -0.448
C 2.93 9.16 0.27 -1.393
H -1.35 6.49 0.24 0.163
H -0.06 5.28 -0.14 0.526
H -0.50 6.58 -1.26 -0.140
H 0.66 7.11 1.53 0.335
H 1.67 6.99 0.04 0.541
H -0.90 10.28 0.20 -0.368
H -1.62 8.85 -0.19 0.121
H -2.18 9.79 2.19 0.435
H -1.46 8.23 2.38 0.354
H -0.50 9.69 2.63 0.400
H 1.50 9.52 1.83 0.444
H 1.27 10.55 0.42 0.346
H 3.59 9.99 0.51 0.438
H 2.96 8.92 -0.79 0.251
H 3.29 8.33 0.87 0.370
C 0.02 12.19 -5.89 -0.982
C -0.92 13.09 -6.68 -0.675
N -2.31 12.62 -6.69 0.643
C -3.08 13.44 -7.66 -0.705
C -2.72 13.19 -9.12 -1.447
C -2.95 12.56 -5.35 0.099
C -2.89 13.85 -4.54 -1.378
H 1.06 12.43 -6.09 0.473
H -0.16 11.13 -6.10 0.069
H -0.08 12.30 -4.81 0.111
H -0.91 14.12 -6.33 0.562
H -0.53 13.12 -7.70 0.413
H -4.14 13.32 -7.46 0.510
H -2.93 14.50 -7.44 0.426
H -1.78 13.65 -9.41 0.377
H -2.73 12.11 -9.32 0.186
H -3.48 13.50 -9.83 0.454
H -2.49 11.73 -4.82 -0.261
H -4.00 12.31 -5.51 0.178
H -1.93 14.03 -4.06 0.256
H -3.64 13.88 -3.75 0.220
H -3.06 14.68 -5.24 0.371
C -7.00 9.62 -7.93 -1.462
C -5.49 9.91 -7.82 0.245
N -4.64 9.34 -8.88 0.716
C -4.65 7.87 -8.82 -1.189
C -4.36 7.18 -7.45 0.119
C -4.99 9.88 -10.21 -0.794
C -3.89 9.57 -11.22 -1.406
H -7.55 10.08 -7.12 0.493
H -7.18 8.55 -7.90 0.187
H -7.40 10.06 -8.85 0.389
H -5.33 10.99 -7.76 0.135
H -5.15 9.57 -6.84 -0.251
H -3.80 7.57 -9.44 0.456
H -5.52 7.42 -9.31 0.489
H -3.45 7.59 -7.00 -0.057
H -4.23 6.11 -7.59 0.331
H -5.22 7.27 -6.79 -0.316
H -5.88 9.43 -10.67 0.350
H -5.22 10.94 -10.12 0.517
H -3.83 8.51 -11.47 0.362
H -4.06 10.17 -12.12 0.421
H -2.93 9.88 -10.81 0.226
C -5.59 14.58 0.77 -1.494
C -5.82 13.22 0.15 0.265
N -4.76 12.92 -0.82 0.273
C -5.26 11.87 -1.73 2.704
C -6.29 12.48 -2.70 -1.809
C -3.48 12.54 -0.17 -0.076
C -2.30 12.43 -1.17 -1.143
H -4.58 14.75 1.15 0.316
H -6.26 14.68 1.62 0.441
H -5.87 15.37 0.07 0.336
H -5.73 12.46 0.93 -0.320
H -6.82 13.11 -0.27 0.469
H -4.39 11.57 -2.32 -0.769
H -5.60 10.95 -1.23 -1.641
H -7.27 12.74 -2.29 0.402
H -5.86 13.40 -3.09 0.436
H -6.42 11.75 -3.49 0.371
H -3.52 11.58 0.36 -0.205
H -3.20 13.32 0.53 0.663
H -2.46 11.56 -1.81 -0.109
H -1.32 12.42 -0.68 0.485
H -2.22 13.34 -1.76 0.371
```

For the HOMO energy, the calculation gives -11.1 eV. The energy above the lowest of the compared OMol25 structures with the same formula, charge and spin comes out at 0.000 eV. Its multiplicity is 1. The calculation puts the energy at -81044.21886 eV. Its net charge is +2.